Below is a 5-piece molecular cluster, CH12N2O4 overall, with properties calculated with ωB97M-V/def2-TZVPD.

ORCA input file:
```
! RIJCOSX wB97M-V def2-TZVPD def2/J DEFGRID3
* xyz 0 1
H 0.01 0.93 1.23
N 0.90 0.45 1.32
C 0.75 -0.76 1.67
N 1.78 -1.61 1.85
H -0.24 -1.18 1.89
H 2.71 -1.27 1.73
H 1.56 -2.55 2.12
O 1.22 -3.35 -1.22
H 2.09 -3.58 -1.54
H 0.61 -3.01 -1.87
O -4.04 -0.11 0.73
H -4.39 -1.00 0.67
H -3.20 -0.19 1.18
O 1.99 6.05 -1.51
H 1.35 6.55 -2.02
H 1.80 6.20 -0.58
O -1.50 -0.43 -2.27
H -1.13 -1.05 -1.63
H -2.25 -0.11 -1.75
*
```

Properties
Energy above the lowest of the compared OMol25 structures with the same formula, charge and spin ... 1.530 eV
HOMO-LUMO gap ... 0.3468 Eh
HOMO energy ... -0.338 Ha
E_tot ... -455.73980 hartree

***

Below is a 5-piece molecular cluster, CH12N2O4 overall, with properties calculated with ωB97M-V/def2-TZVPD.

ORCA input file:
```
! RIJCOSX wB97M-V def2-TZVPD def2/J DEFGRID3
* xyz 0 1
H -0.64 -2.50 0.46
N -0.75 -1.96 -0.40
C 0.41 -1.47 -0.64
N 0.70 -0.71 -1.73
H 1.07 -1.21 0.18
H 0.48 -0.96 -2.68
H 1.46 -0.06 -1.65
O 0.32 2.12 0.26
H -0.18 2.18 1.08
H -0.09 1.48 -0.33
O 2.59 1.87 1.93
H 2.22 2.69 1.58
H 3.04 1.62 1.11
O -1.89 -3.05 -2.85
H -1.55 -2.71 -2.00
H -2.66 -2.51 -3.02
O -1.58 1.94 2.56
H -1.85 1.04 2.76
H -1.11 2.18 3.36
*
```

Properties
Energy above the lowest of the compared OMol25 structures with the same formula, charge and spin ... 1.308 eV
HOMO-LUMO gap ... 0.3756 Eh
HOMO energy ... -0.362 Ha
E_tot ... -455.74797 hartree

***

Below is a 5-piece molecular cluster, CH12N2O4 overall, with properties calculated with ωB97M-V/def2-TZVPD.

ORCA input file:
```
! RIJCOSX wB97M-V def2-TZVPD def2/J DEFGRID3
* xyz 0 1
N -1.68 -0.06 0.27
C -0.86 1.06 0.25
N -0.08 1.17 -0.90
H -2.64 0.16 0.54
H -0.09 1.00 1.10
H -1.46 1.97 0.42
H -0.20 0.40 -1.59
H 1.25 0.13 1.46
H -1.59 -0.61 -0.65
O 1.66 1.39 0.92
H 0.40 -1.53 -1.35
H 1.30 -1.47 -0.09
O 1.34 -1.54 -1.07
H 0.90 1.26 -0.54
H -1.58 -1.96 -2.37
O -1.14 -1.23 -1.88
H 2.43 1.82 1.30
H 1.22 -1.18 2.49
O 0.80 -0.79 1.72
*
```

Properties
Energy above the lowest of the compared OMol25 structures with the same formula, charge and spin ... 7.454 eV
HOMO-LUMO gap ... 0.1949 Eh
HOMO energy ... -0.358 Ha
E_tot ... -455.52211 hartree

***

Below is a 5-piece molecular cluster, CH12NO5 overall, with properties calculated with ωB97M-V/def2-TZVPD.

ORCA input file:
```
! RIJCOSX wB97M-V def2-TZVPD def2/J DEFGRID3
* xyz -1 1
N 0.87 -0.36 -0.38
C 1.47 0.77 -1.00
O 1.90 1.74 -0.02
H 1.51 -0.94 0.14
H -0.06 -0.19 -0.02
H 0.77 1.25 -1.69
H 2.44 0.54 -1.45
H 1.10 1.76 0.57
H 0.25 1.97 2.60
O -0.10 2.34 1.79
H -0.61 1.59 1.37
H -1.73 0.92 -0.45
O -1.53 0.51 0.39
H -1.79 -0.90 0.34
H -1.05 -2.17 1.00
O -1.76 -1.97 0.40
H -1.32 -2.33 -0.96
H 0.14 -1.92 -1.22
O -0.51 -2.63 -1.41
*
```

Properties
Energy above the lowest of the compared OMol25 structures with the same formula, charge and spin ... 0.551 eV
HOMO-LUMO gap ... 0.3391 Eh
HOMO energy ... -0.194 Ha
E_tot ... -476.28641 hartree

***

Below is a 5-piece molecular cluster, CH12NO5 overall, with properties calculated with ωB97M-V/def2-TZVPD.

ORCA input file:
```
! RIJCOSX wB97M-V def2-TZVPD def2/J DEFGRID3
* xyz -1 1
N 0.55 1.56 1.16
C 1.82 0.88 1.23
O 1.63 -0.53 1.19
H -0.17 1.01 1.59
H 0.35 1.69 0.18
H 2.48 1.09 0.38
H 2.39 0.96 2.15
H 0.80 -0.86 0.59
H -0.23 -2.28 -0.01
O 0.08 -1.48 -0.44
H -1.29 -1.12 -0.95
H -2.73 -1.51 -1.10
O -2.20 -0.73 -1.27
H 1.59 -0.18 -1.90
H 1.09 -0.67 -3.23
O 1.84 -0.21 -2.84
H -2.95 0.48 1.75
H -2.35 0.68 0.40
O -2.71 1.20 1.13
*
```

Properties
Energy above the lowest of the compared OMol25 structures with the same formula, charge and spin ... 0.582 eV
HOMO-LUMO gap ... 0.3134 Eh
HOMO energy ... -0.176 Ha
E_tot ... -476.28524 hartree

***

Below is a 6-piece molecular cluster, CH13NO4 overall, with properties calculated with ωB97M-V/def2-TZVPD.

ORCA input file:
```
! RIJCOSX wB97M-V def2-TZVPD def2/J DEFGRID3
* xyz 0 1
C -0.03 1.24 -0.54
N -0.98 0.16 -0.62
H 0.66 1.09 0.29
H -0.55 2.19 -0.39
H 0.56 1.28 -1.51
H -0.39 -0.66 -0.56
H -1.59 0.27 0.20
H -1.01 -1.31 -1.77
H -0.62 -2.60 -2.49
O -1.35 -2.04 -2.31
H 1.41 -1.51 -1.22
H 2.37 -0.41 -0.86
O 2.78 0.22 -0.08
H -0.53 0.46 1.98
H -2.49 0.46 2.41
O -1.91 0.96 1.81
H 2.58 -0.44 0.52
H 0.66 0.15 3.01
O 0.43 0.46 2.14
*
```

Properties
Energy above the lowest of the compared OMol25 structures with the same formula, charge and spin ... 10.657 eV
HOMO-LUMO gap ... 0.1324 Eh
HOMO energy ... -0.348 Ha
E_tot ... -401.22887 hartree

***

Below is a 6-piece molecular cluster, CH13O5S overall, with properties calculated with ωB97M-V/def2-TZVPD.

ORCA input file:
```
! RIJCOSX wB97M-V def2-TZVPD def2/J DEFGRID3
* xyz -1 1
C -1.05 0.71 -2.03
S -0.08 -0.77 -1.51
H -2.07 0.37 -2.20
H -0.97 1.54 -1.33
H -0.69 1.02 -3.02
H 1.50 0.66 -0.80
H 2.01 1.04 0.60
O 2.25 1.11 -0.33
H 0.07 2.26 1.92
H -0.45 0.86 2.19
O -0.37 1.74 2.60
H -2.86 -1.22 -0.21
H -2.83 -0.84 1.26
O -3.41 -0.84 0.49
H 0.02 -0.84 0.59
H 0.87 -1.47 1.68
O 0.08 -0.94 1.58
H 3.11 -0.90 -0.26
H 2.03 -1.69 -0.88
O 2.83 -1.82 -0.35
*
```

Properties
Energy above the lowest of the compared OMol25 structures with the same formula, charge and spin ... 0.228 eV
HOMO-LUMO gap ... 0.2848 Eh
HOMO energy ... -0.153 Ha
E_tot ... -820.36202 hartree

***

Below is CH13O8V as an isolated structure, with properties calculated with ωB97M-V/def2-TZVPD.

ORCA input file:
```
! RIJCOSX wB97M-V def2-TZVPD def2/J DEFGRID3
* xyz 0 1
O 0.31 13.91 27.58
V 0.71 15.15 28.65
O 0.52 14.63 30.13
C -1.42 17.44 27.73
O -1.48 16.06 28.13
H -1.41 17.63 26.65
H -2.31 17.92 28.14
H -0.64 17.95 28.29
O 3.07 14.35 28.81
H 3.49 14.27 27.95
H 3.80 14.33 29.44
O -1.27 11.31 27.55
H -1.82 11.08 26.80
H -0.55 11.81 27.17
O 1.33 17.17 29.64
H 0.72 17.90 29.78
H 2.20 17.56 29.70
O 1.78 16.23 26.97
H 1.83 16.05 26.03
H 2.21 17.08 27.07
O -1.98 14.84 25.42
H -1.85 15.16 26.31
H -2.10 13.89 25.52
*
```

Properties
Energy above the lowest of the compared OMol25 structures with the same formula, charge and spin ... 1.839 eV
HOMO-LUMO gap ... 0.2736 Eh
HOMO energy ... -0.307 Ha
E_tot ... -1591.76580 hartree

***

Below is a 5-piece molecular cluster, CH14NO4 overall, with properties calculated with ωB97M-V/def2-TZVPD.

ORCA input file:
```
! RIJCOSX wB97M-V def2-TZVPD def2/J DEFGRID3
* xyz 1 1
C 0.12 -0.36 -1.36
N 0.48 -0.77 0.14
H -0.63 -1.09 -1.58
H 1.04 -0.65 -1.88
H -0.02 0.71 -1.27
H 0.48 -1.80 0.16
H 1.45 -0.47 0.29
H -0.27 -0.34 0.71
H -0.90 2.05 -3.98
H 0.22 1.21 -3.81
O -0.47 1.60 -3.24
H -3.48 -1.36 2.65
H -2.52 -1.88 1.62
O -2.54 -1.43 2.47
H -0.11 1.23 2.69
H -1.32 0.29 2.88
O -0.73 0.67 2.21
H 3.37 1.13 -0.10
H 3.56 -0.29 0.28
O 3.12 0.24 -0.39
*
```

Properties
Energy above the lowest of the compared OMol25 structures with the same formula, charge and spin ... 1.387 eV
HOMO-LUMO gap ... 0.4309 Eh
HOMO energy ... -0.546 Ha
E_tot ... -401.96292 hartree

***

Below is a 5-piece molecular cluster, CH14NO4 overall, with properties calculated with ωB97M-V/def2-TZVPD.

ORCA input file:
```
! RIJCOSX wB97M-V def2-TZVPD def2/J DEFGRID3
* xyz 1 1
C 0.86 -1.33 2.24
N 0.21 -0.64 1.04
H 1.97 -1.31 2.26
H 0.50 -2.41 2.40
H 0.46 -0.80 3.07
H 0.34 -0.99 0.06
H -0.83 -0.52 0.99
H 0.80 0.16 0.99
H 3.47 -0.34 -1.97
H 3.92 1.07 -1.43
O 3.32 0.35 -1.22
H -2.68 0.50 -3.93
H -4.06 -0.03 -3.44
O -3.10 0.00 -3.21
H -3.01 -0.49 -0.56
H -2.08 -0.35 -1.65
O -2.05 -0.35 -0.68
H 1.29 2.82 1.90
H 0.03 2.58 1.27
O 0.63 2.08 1.87
*
```

Properties
Energy above the lowest of the compared OMol25 structures with the same formula, charge and spin ... 1.484 eV
HOMO-LUMO gap ... 0.4360 Eh
HOMO energy ... -0.538 Ha
E_tot ... -401.95934 hartree